{"formula": "C55H45I2N6PS6SbY", "method": "the ωB97M-V functional and the def2-TZVPD basis", "charge": -2, "orbital_gap_ev": 4.44, "elements": ["Y", "C", "N", "C", "N", "C", "C", "C", "C", "C", "C", "C", "C", "C", "C", "C", "C", "C", "C", "P", "C", "N", "C", "C", "N", "C", "C", "C", "C", "C", "C", "C", "C", "C", "C", "C", "C", "C", "C", "N", "C", "C", "N", "C", "C", "C", "C", "C", "C", "C", "C", "C", "C", "C", "C", "C", "H", "H", "H", "H", "H", "H", "H", "H", "H", "H", "H", "H", "H", "H", "H", "H", "H", "H", "H", "H", "H", "H", "H", "H", "H", "H", "H", "H", "H", "H", "H", "H", "H", "H", "H", "H", "H", "H", "H", "I", "C", "I", "H", "H", "S", "Sb", "S", "S", "S", "S", "C", "C", "C", "C", "C", "C", "S", "H", "H", "H", "H"], "coordinates": [[0.87029, 1.26906, -0.75329], [-0.79989, -4.09826, 2.02906], [0.19579, -3.07139, 1.80355], [-0.02031, -1.78507, 1.38722], [1.09963, -1.09767, 1.33305], [2.08499, -1.95294, 1.75236], [1.54418, -3.18246, 2.04001], [2.20111, -4.43626, 2.43585], [1.97935, -5.61402, 1.72156], [2.61958, -6.79035, 2.07953], [3.50413, -6.80385, 3.14892], [3.74417, -5.63366, 3.85525], [3.09504, -4.45977, 3.50553], [3.53514, -1.66983, 1.82033], [4.08540, -1.03363, 2.92706], [5.45391, -0.83212, 3.00704], [6.28097, -1.27896, 1.98443], [5.73644, -1.93152, 0.88815], [4.36723, -2.13242, 0.80884], [-1.68358, -1.24718, 0.94600], [-1.64676, -1.14567, -0.85295], [-0.93437, -0.34466, -1.61440], [-1.36385, -0.53414, -2.90615], [-2.36113, -1.47594, -2.90528], [-2.53622, -1.86373, -1.59813], [-3.45261, -2.87481, -1.11465], [-3.14475, -1.99931, -4.03084], [-2.48969, -2.43697, -5.18142], [-3.21533, -2.90293, -6.26582], [-4.60224, -2.94530, -6.21498], [-5.26238, -2.50340, -5.07724], [-4.53813, -2.02618, -3.99492], [-0.97928, 0.26352, -4.09547], [0.25497, 0.15208, -4.72194], [0.53492, 0.93121, -5.83697], [-0.40365, 1.82596, -6.32186], [-1.64065, 1.93616, -5.69998], [-1.92975, 1.15313, -4.59734], [-1.72073, 0.47046, 1.49080], [-0.89387, 1.49746, 1.30497], [-1.45172, 2.53678, 2.01440], [-2.59889, 2.12023, 2.63255], [-2.76675, 0.81350, 2.29185], [-3.93646, 0.01797, 2.60658], [-3.63366, 2.93330, 3.30428], [-4.47058, 3.70953, 2.50412], [-5.44935, 4.49665, 3.09339], [-5.59749, 4.51425, 4.47434], [-4.75887, 3.74862, 5.27248], [-3.77634, 2.96225, 4.68731], [-1.05894, 3.96061, 2.09741], [-1.36865, 4.83331, 1.06235], [-1.09945, 6.18854, 1.19713], [-0.55212, 6.68079, 2.37230], [-0.28312, 5.81649, 3.42636], [-0.54257, 4.46233, 3.28939], [-1.73018, -3.63554, 2.35041], [-0.44377, -4.77421, 2.80383], [-0.98947, -4.67720, 1.12258], [1.32493, -5.59662, 0.85879], [2.44260, -7.69307, 1.50821], [4.01348, -7.71965, 3.42213], [4.44374, -5.63051, 4.68165], [3.28996, -3.54398, 4.04712], [3.43209, -0.66433, 3.70760], [5.87192, -0.30964, 3.85943], [7.34873, -1.10095, 2.03362], [6.36854, -2.24796, 0.06794], [3.92677, -2.60021, -0.06254], [-3.70993, -3.53620, -1.93865], [-4.36477, -2.42479, -0.71853], [-2.98017, -3.45847, -0.32740], [-1.40920, -2.38761, -5.21948], [-2.69349, -3.22867, -7.15671], [-5.16645, -3.30698, -7.06578], [-6.34465, -2.50845, -5.03842], [-5.05548, -1.63434, -3.12758], [1.00391, -0.50827, -4.30620], [1.51556, 0.86927, -6.29180], [-0.15886, 2.47170, -7.15599], [-2.35700, 2.67299, -6.03892], [-2.86619, 1.27981, -4.06653], [-4.61973, 0.64172, 3.17782], [-3.66941, -0.85862, 3.19573], [-4.43077, -0.29692, 1.68858], [-4.31336, 3.69546, 1.42778], [-6.09135, 5.10596, 2.46972], [-6.36013, 5.13423, 4.93049], [-4.86151, 3.77263, 6.35056], [-3.10311, 2.37572, 5.30170], [-1.83948, 4.43521, 0.17226], [-1.31397, 6.85351, 0.37002], [-0.33617, 7.73836, 2.46786], [0.13642, 6.19468, 4.35103], [-0.32938, 3.78047, 4.10308], [2.11401, 4.26427, 0.77371], [3.43244, 3.55223, 2.26707], [2.50754, 2.45859, 3.84572], [3.92843, 4.39862, 2.72554], [4.11609, 2.86070, 1.78443], [-0.58953, 5.61095, -4.18451], [0.03676, 4.62154, -2.21427], [-1.48288, 2.59587, -1.79743], [1.60467, 2.84314, -2.71262], [-3.33296, 2.49444, -0.82471], [1.97684, -1.07352, -1.87518], [3.68934, -0.71953, -2.06734], [4.44042, -1.45298, -2.99124], [5.79501, -1.22755, -3.18515], [6.43075, -0.23469, -2.44837], [5.70334, 0.49572, -1.52288], [4.34277, 0.26550, -1.29800], [3.53878, 1.16163, -0.02349], [3.92825, -2.21233, -3.57164], [6.34258, -1.81015, -3.91798], [7.48492, -0.02617, -2.59513], [6.18862, 1.26536, -0.93405]], "forces_ev_per_a": [[0.04, -0.62, -0.23], [0.00, -0.02, -0.01], [-0.01, 0.04, 0.00], [0.05, -0.01, -0.12], [-0.08, 0.08, 0.25], [0.02, -0.01, -0.11], [0.02, -0.06, -0.06], [-0.01, 0.02, -0.01], [0.00, -0.01, 0.00], [0.00, 0.01, 0.01], [0.01, -0.02, 0.00], [0.00, 0.01, 0.00], [0.00, 0.00, -0.01], [-0.01, 0.03, 0.07], [-0.01, 0.05, -0.03], [0.00, 0.00, 0.01], [0.01, 0.01, 0.00], [0.01, 0.00, -0.02], [0.00, -0.02, 0.01], [-0.07, -0.05, 0.07], [-0.12, 0.01, -0.02], [0.21, -0.03, -0.02], [-0.02, 0.10, -0.03], [-0.05, -0.05, 0.04], [0.06, 0.04, -0.01], [-0.02, 0.00, 0.00], [0.01, 0.01, -0.01], [-0.01, 0.00, -0.01], [0.01, 0.00, 0.00], [-0.01, 0.00, -0.01], [0.01, 0.00, 0.00], [-0.01, 0.00, 0.00], [0.01, -0.01, -0.03], [-0.04, -0.05, 0.02], [0.03, -0.02, 0.00], [0.00, -0.01, 0.01], [0.00, 0.00, -0.02], [0.00, 0.00, -0.02], [0.07, 0.07, -0.05], [-0.05, -0.12, 0.16], [-0.06, 0.03, -0.07], [-0.12, 0.06, -0.10], [0.11, -0.05, 0.13], [-0.03, 0.00, -0.03], [0.05, 0.00, -0.03], [0.03, 0.07, 0.03], [0.01, 0.00, 0.00], [-0.02, 0.00, 0.00], [0.00, 0.00, 0.00], [-0.01, -0.04, -0.01], [0.07, -0.01, 0.06], [-0.02, 0.00, 0.04], [-0.01, 0.00, -0.02], [0.01, 0.00, 0.02], [-0.01, 0.01, -0.02], [-0.01, 0.00, 0.00], [0.00, 0.00, -0.01], [-0.01, 0.00, 0.00], [0.00, 0.00, 0.00], [0.00, 0.00, 0.00], [0.00, 0.00, 0.00], [0.00, 0.00, 0.00], [0.00, -0.01, 0.00], [0.00, 0.01, 0.00], [0.00, 0.01, 0.00], [0.00, 0.00, 0.00], [0.00, 0.00, 0.00], [0.00, 0.00, 0.00], [0.00, 0.00, -0.01], [0.00, 0.00, 0.01], [0.00, 0.00, -0.01], [-0.01, 0.01, 0.00], [0.00, 0.00, 0.00], [0.00, 0.00, -0.01], [-0.01, 0.00, 0.00], [0.00, 0.00, -0.01], [0.00, 0.00, 0.00], [0.03, -0.01, 0.02], [0.01, 0.00, -0.01], [-0.01, 0.01, 0.00], [0.01, 0.01, 0.01], [-0.01, -0.02, -0.02], [0.00, -0.01, 0.00], [0.00, 0.00, -0.01], [-0.01, 0.01, -0.01], [-0.03, -0.03, 0.00], [0.00, 0.00, 0.00], [0.00, 0.00, 0.00], [0.00, 0.00, 0.00], [0.00, 0.00, 0.01], [0.00, 0.01, 0.00], [0.00, 0.01, 0.00], [0.00, 0.00, 0.01], [0.01, 0.00, 0.00], [-0.01, 0.02, -0.02], [0.05, 0.15, -0.03], [0.02, 0.00, 0.04], [0.05, -0.04, 0.03], [0.01, 0.00, -0.01], [0.01, 0.00, -0.01], [-0.04, -0.02, -0.01], [0.03, 0.18, -0.14], [0.09, -0.02, 0.36], [-0.22, 0.10, -0.03], [0.08, 0.02, -0.15], [-0.04, 0.19, 0.07], [-0.06, -0.03, 0.03], [0.01, -0.01, -0.02], [0.00, 0.01, 0.00], [0.00, -0.02, -0.01], [0.02, 0.01, 0.02], [0.02, -0.01, 0.04], [-0.02, 0.06, 0.03], [0.00, 0.00, 0.00], [0.00, 0.00, 0.00], [0.00, 0.00, 0.00], [0.00, 0.00, 0.00]], "lowdin_charge": [0.641, -0.047, -0.062, -0.443, 0.131, -0.186, -0.126, -0.154, -0.036, -0.091, -0.106, -0.083, -0.014, -0.208, -0.087, -0.094, -0.094, -0.075, -0.040, 1.170, -0.435, -0.009, -0.199, -0.115, -0.052, -0.039, -0.155, -0.008, -0.081, -0.106, -0.092, -0.038, -0.225, -0.079, -0.097, -0.093, -0.082, -0.080, -0.467, 0.081, -0.219, -0.165, -0.070, -0.036, -0.173, -0.008, -0.072, -0.106, -0.100, -0.038, -0.240, -0.134, -0.105, -0.112, -0.109, -0.115, 0.060, 0.090, 0.086, 0.115, 0.097, 0.093, 0.099, 0.114, 0.071, 0.094, 0.093, 0.103, 0.108, 0.089, 0.091, 0.060, 0.122, 0.099, 0.092, 0.096, 0.116, 0.054, 0.098, 0.096, 0.100, 0.102, 0.087, 0.076, 0.082, 0.059, 0.101, 0.092, 0.092, 0.114, 0.001, 0.104, 0.093, 0.094, 0.066, 0.879, -1.153, 0.722, -0.052, -0.119, -0.439, 0.140, -0.241, -0.208, -0.148, 0.516, -0.716, -0.157, -0.141, -0.142, -0.155, -0.701, 0.468, 0.081, 0.079, 0.081, 0.088]}